Below is a 3-piece molecular cluster, C8H13N2O overall at a distorted geometry, with properties calculated with the ωB97M-V functional and the def2-TZVPD basis.

```
! RIJCOSX wB97M-V def2-TZVPD def2/J DEFGRID3
* xyz 1 1
C -3.4581 -0.6489 -0.0121
C -2.3579 -1.3987 0.3925
C -3.3051 0.6860 -0.3776
C -1.1092 -0.8205 0.4401
C -2.0680 1.2861 -0.3365
C -0.9387 0.5345 0.0804
C 2.1939 2.5243 0.0852
C 0.3195 1.1252 0.1564
N 2.2032 -0.2743 1.2014
N 2.3154 -2.3216 -0.9073
O 0.8198 2.2145 -0.1436
H -4.4377 -1.1053 -0.0505
H -2.4864 -2.4327 0.6723
H -4.1632 1.2597 -0.6958
H -0.2438 -1.3933 0.7369
H -1.9441 2.3216 -0.6134
H 2.2360 3.4393 0.6768
H 2.6560 2.7041 -0.8858
H 2.6547 1.6690 0.6047
H 2.2124 -0.9860 0.4599
H 1.6410 -0.6109 1.9783
H 3.3235 -2.3721 -1.0204
H 1.9261 -2.1554 -1.8280
H 2.0106 -3.2445 -0.6140
*
```

Values from the calculation:
Calculated total energy   -496.979425 a.u.
Energy above the lowest of the compared OMol25 structures with the same formula, charge and spin   450.1 kJ/mol
Frontier orbital gap (spin up / spin down)   8.1598 / 8.8592 eV
LUMO (spin up / spin down)   -5.2 / -4.9 eV

***

Below is a 11-piece molecular cluster, C48H66N11O2 overall at a distorted geometry, with properties calculated with the ωB97M-V functional and the def2-TZVPD basis.

```
! RIJCOSX wB97M-V def2-TZVPD def2/J DEFGRID3
* xyz 1 1
O -6.2479 3.1497 -0.3789
C -6.0768 2.2424 0.4101
O -7.1274 1.4541 0.7990
C -4.7527 1.8752 1.0228
C -4.6667 2.5022 2.4385
C -3.7040 3.6979 2.4630
C -4.1450 4.7758 1.4856
C -5.3276 5.5798 2.0427
C -5.3240 6.9617 1.3947
N -3.9207 7.0458 0.8372
C -3.0975 5.9226 1.3822
H -7.1103 1.3446 1.7533
H -4.6874 0.7944 1.1027
H -3.9363 2.2095 0.3939
H -4.3510 1.7744 3.1771
H -5.6482 2.8912 2.7072
H -2.6900 3.3577 2.2634
H -3.7106 4.1100 3.4713
H -4.2735 4.4185 0.4675
H -6.2877 5.0917 2.1417
H -5.0140 5.7745 3.0711
H -6.0165 7.1276 0.5791
H -5.5091 7.6959 2.1670
H -3.5268 7.9799 0.9513
H -4.0472 6.8010 -0.1406
H -2.3172 5.7147 0.6628
H -2.7200 6.1047 2.3812
N -1.8243 10.4939 0.7448
C -2.8306 10.7958 1.6327
C -3.6708 11.6891 1.0236
C -3.1566 11.9358 -0.2776
C -2.0178 11.1901 -0.4185
H -1.0534 9.8789 0.9261
H -2.8524 10.3599 2.6181
H -4.5510 12.1257 1.4641
H -3.5698 12.5965 -1.0200
H -1.3285 11.1005 -1.2401
N -4.6973 -0.6742 5.3891
C -3.5404 -1.3627 5.6261
C -3.3293 -2.2063 4.5681
C -4.4053 -2.0199 3.6563
C -5.2310 -1.0656 4.1918
H -5.0981 0.0068 6.0062
H -2.9707 -1.1939 6.5235
H -2.4998 -2.8848 4.4611
H -4.5613 -2.5354 2.7228
H -6.1537 -0.6430 3.8322
N 1.5018 0.6566 4.0812
C 1.5521 -0.0508 5.2496
C 0.2682 -0.3681 5.6070
C -0.5921 0.1696 4.6118
C 0.1987 0.7962 3.6887
H 2.2989 1.0119 3.5879
H 2.4929 -0.2669 5.7261
H -0.0219 -0.9234 6.4835
H -1.6653 0.1022 4.5767
H -0.0560 1.3222 2.7854
N -2.1136 -1.0246 0.7861
C -2.7674 -1.6418 -0.2452
C -2.1657 -1.2637 -1.4156
C -1.1052 -0.3811 -1.0767
C -1.0966 -0.2545 0.2874
H -2.3454 -1.1259 1.7601
H -3.5995 -2.2989 -0.0596
H -2.4488 -1.5879 -2.4028
H -0.4227 0.1023 -1.7552
H -0.4559 0.3076 0.9413
N 2.0161 -2.8180 -3.6994
C 2.6926 -2.5333 -4.8588
C 2.4043 -1.2425 -5.2103
C 1.5209 -0.7278 -4.2221
C 1.3042 -1.7243 -3.3034
H 2.0350 -3.6952 -3.2095
H 3.3146 -3.2744 -5.3344
H 2.7823 -0.7271 -6.0767
H 1.0949 0.2612 -4.1902
H 0.7089 -1.7517 -2.4082
N 5.6212 -3.9742 -3.4609
C 5.8433 -5.2915 -3.1294
C 7.1881 -5.4585 -2.9533
C 7.8058 -4.1987 -3.1940
C 6.8176 -3.3034 -3.4980
H 4.7200 -3.5696 -3.6464
H 5.0226 -5.9840 -3.0423
H 7.6768 -6.3781 -2.6802
H 8.8579 -3.9766 -3.1435
H 6.8584 -2.2554 -3.7379
N -1.1338 -2.5284 -7.4590
C 0.0269 -3.2055 -7.2042
C 0.2083 -4.1160 -8.2106
C -0.8851 -3.9791 -9.1096
C -1.6952 -2.9916 -8.6186
H -1.5139 -1.8029 -6.8824
H 0.6193 -2.9800 -6.3349
H 1.0329 -4.8037 -8.2961
H -1.0553 -4.5413 -10.0119
H -2.6166 -2.5807 -8.9931
N 3.9162 -4.2724 -0.6619
C 3.5219 -5.4613 -0.1131
C 2.5031 -5.2016 0.7648
C 2.2729 -3.7987 0.7438
C 3.1615 -3.2540 -0.1455
H 4.6475 -4.1601 -1.3424
H 3.9975 -6.3856 -0.3924
H 1.9809 -5.9345 1.3559
H 1.5401 -3.2537 1.3154
H 3.3192 -2.2350 -0.4564
N 2.6585 -1.8659 8.1857
C 1.8591 -1.4432 9.2130
C 2.6718 -0.9971 10.2195
C 4.0148 -1.1558 9.7818
C 3.9737 -1.6940 8.5242
H 2.3310 -2.2497 7.3191
H 0.7866 -1.4966 9.1408
H 2.3424 -0.6024 11.1655
H 4.9073 -0.9058 10.3295
H 4.7624 -1.9689 7.8455
N 6.3827 -5.1505 -6.3155
C 7.6232 -5.6678 -6.5600
C 7.7121 -5.9383 -7.9004
C 6.4742 -5.5680 -8.4900
C 5.6771 -5.0853 -7.4863
H 6.0369 -4.8654 -5.4135
H 8.3334 -5.7982 -5.7633
H 8.5686 -6.3551 -8.4026
H 6.2015 -5.6467 -9.5287
H 4.6706 -4.7018 -7.5085
*
```

Values from the calculation:
Calculated total energy   -2621.119059 a.u.
Energy above the lowest of the compared OMol25 structures with the same formula, charge and spin   0.0 kJ/mol
Frontier orbital gap   5.9580 eV
LUMO   -3.0 eV

***

Below is the molecule C5H6Cl2O at a distorted geometry, with properties calculated with the ωB97M-V functional and the def2-TZVPD basis.

```
! RIJCOSX wB97M-V def2-TZVPD def2/J DEFGRID3
* xyz 0 1
C -1.2201 0.4209 -0.3716
C -0.1230 0.0657 0.2515
C -1.0000 -0.0708 3.4751
C 1.1562 -0.5502 -0.2179
C -0.1370 0.1550 1.9523
O -0.3679 -0.1506 4.4418
Cl -2.7005 0.1052 3.0792
Cl -0.3487 1.8681 2.1984
H -1.2417 0.4117 -1.4458
H -2.1157 0.6137 0.2211
H 1.9152 0.2944 0.2139
H 1.3443 -0.6560 -1.2076
H 1.3240 -1.5359 0.2347
H 0.8470 -0.2212 2.3929
*
```

Values from the calculation:
Calculated total energy   -1189.625659 a.u.
Energy above the lowest of the compared OMol25 structures with the same formula, charge and spin   266.6 kJ/mol
Frontier orbital gap   10.3340 eV
SMILES   C=C(C)[C@@H](Cl)C(=O)Cl
LUMO   0.7 eV

***

Below is C24H16F5N3RuSTe as an isolated structure at a distorted geometry, with properties calculated with the ωB97M-V functional and the def2-TZVPD basis.

```
! RIJCOSX wB97M-V def2-TZVPD def2/J DEFGRID3
* xyz 2 5
Ru -1.6676 -0.2696 -0.2852
N 7.7463 4.3003 0.4480
C 6.7257 3.8608 0.1483
C 5.3899 3.3837 -0.0875
C 5.1729 2.1722 -0.7383
C 3.8812 1.7182 -0.7464
C 2.7808 2.2079 -0.0492
C 3.0161 3.4457 0.5955
C 4.3220 4.0478 0.6034
C 1.4294 1.4577 -0.1009
C 1.4440 0.0798 -0.1755
C 2.5234 -0.7844 0.0043
C 2.1954 -1.9964 -0.5028
C 0.8609 -1.8706 -1.0190
N 0.3353 -0.6008 -0.7410
C 0.2944 2.2272 -0.1820
C 0.0352 3.6999 -0.1080
C -1.2827 3.8859 0.2470
C -1.8608 2.6188 0.3430
N -0.9536 1.5585 0.0869
H 5.9419 1.6340 -1.2459
H 3.5909 0.9159 -1.4517
H 2.2741 3.9537 1.1904
H 4.4906 5.0097 1.0540
H 3.5254 -0.5077 0.4043
H 2.8565 -2.8316 -0.6340
H 0.2021 -2.5036 -1.5517
H 0.7024 4.5273 -0.4397
H -1.7926 4.9162 0.3491
H -2.7392 2.4109 0.8931
C -4.9997 1.6385 -0.4596
Te -4.1128 0.2727 0.9129
C -5.6629 -1.0474 0.1057
H -6.0084 1.8297 -0.1354
H -5.0805 1.0004 -1.3002
H -4.3484 2.5108 -0.7524
H -6.7039 -0.4454 0.1595
H -5.6976 -2.0847 0.5255
H -5.3451 -1.0542 -0.9646
F 0.6554 -6.6567 1.0673
C -0.2252 -5.7306 0.7223
C -1.5106 -5.9442 0.1939
F -1.9767 -7.1731 0.0059
C -2.3710 -4.8689 -0.1075
F -3.5141 -5.1876 -0.6640
C -2.0492 -3.5376 0.2096
S -2.7663 -2.2747 -0.8433
C -0.7651 -3.3161 1.0062
F -0.4984 -2.1254 1.4127
C 0.1920 -4.3447 1.0830
F 1.3483 -4.1284 1.5141
*
```

Values from the calculation:
Calculated total energy   -2348.023159 a.u.
Energy above the lowest of the compared OMol25 structures with the same formula, charge and spin   294.4 kJ/mol
<S²>   6.14
Frontier orbital gap (spin up / spin down)   6.7245 / 5.0552 eV
LUMO (spin up / spin down)   -7.9 / -9.5 eV

***

Below is C26H43CsN9O3S2 as an isolated structure at a distorted geometry, with properties calculated with the ωB97M-V functional and the def2-TZVPD basis.

```
! RIJCOSX wB97M-V def2-TZVPD def2/J DEFGRID3
* xyz -1 1
Cs -0.5494 -0.8306 -0.4563
C 2.0004 -1.4854 3.1825
C 1.3355 -0.1279 3.4827
N 0.8915 0.5079 2.2510
C -0.0555 1.6097 2.4350
C -1.3264 1.0180 3.0331
C -2.0917 1.6898 3.9627
C -3.1587 1.0146 4.5497
C -3.4013 -0.3072 4.1961
C -2.5740 -0.9099 3.2543
C -2.8482 -2.3784 2.8115
N -1.8835 -2.9927 1.9890
C -0.9339 -3.8777 2.5990
C 0.1812 -3.1096 3.3696
N 1.0746 -2.3631 2.5155
N -1.5984 -0.2393 2.7012
H 2.4051 -1.9264 4.1193
H 2.8587 -1.2972 2.5008
H 2.0795 0.4700 4.0260
H 0.4793 -0.2525 4.1408
H 1.6722 0.9107 1.7009
H -0.2170 2.0839 1.4631
H 0.3426 2.3956 3.0911
H -1.9475 2.7614 4.2237
H -3.7856 1.5371 5.2591
H -4.2318 -0.8502 4.6460
H -3.8605 -2.4127 2.3303
H -2.9844 -2.9114 3.7877
H -2.1753 -3.2650 1.0134
H -0.4531 -4.4938 1.8353
H -1.3599 -4.5833 3.3329
H 0.7588 -3.8024 3.9923
H -0.3107 -2.3714 4.0052
H 1.5526 -2.9961 1.8688
N -1.7693 0.2167 -3.1798
C -1.8734 -0.8746 -4.1240
C -0.5151 -1.0106 -4.8947
C 0.6115 -1.4018 -3.9279
N 0.4794 -2.7492 -3.4011
H -2.6388 0.3106 -2.6707
H -1.5935 1.0988 -3.6606
H -2.7084 -0.6884 -4.8407
H -2.0848 -1.8512 -3.6052
H -0.2437 -0.0781 -5.4129
H -0.6018 -1.7600 -5.6746
H 0.6066 -0.6979 -3.0768
H 1.5813 -1.3158 -4.3946
H 0.1816 -3.3281 -4.1630
H -0.2678 -2.8807 -2.7186
C -3.7983 -4.5638 -1.0981
C -2.5256 -4.0660 -1.8170
C -1.6750 -5.3017 -2.2079
O -1.7942 -3.2284 -0.9949
H -4.4578 -5.0881 -1.8168
H -4.3559 -3.6843 -0.6983
H -3.4908 -5.2759 -0.3248
H -2.8371 -3.5604 -2.7686
H -1.3584 -5.7856 -1.2747
H -0.7677 -5.0498 -2.7363
H -2.2593 -5.9672 -2.8029
N 4.0012 7.9887 0.4367
C 3.3630 6.8079 0.0494
C 3.2664 6.4631 -1.2896
C 2.4317 5.4566 -1.7155
C 1.7249 4.7191 -0.7910
C 1.9113 4.9843 0.5849
C 2.7126 6.0173 0.9673
S 0.4711 3.5470 -1.2321
O -0.6273 3.7797 -0.3172
O 0.1698 3.7352 -2.6596
N 1.0521 2.1386 -0.8899
C 2.1391 1.7666 -1.6249
S 2.3696 2.1354 -3.3124
C 3.7318 1.1493 -3.3762
C 3.9604 0.6344 -2.1466
N 3.1080 1.0037 -1.1313
H 4.6644 8.2772 -0.2437
H 4.3750 7.9803 1.3660
H 3.7622 7.0619 -2.0271
H 2.3205 5.2418 -2.7644
H 1.4320 4.3889 1.3783
H 2.8674 6.1832 2.0206
H 4.2957 0.9634 -4.2590
H 4.7679 -0.0572 -1.9508
*
```

Values from the calculation:
Calculated total energy   -2551.631627 a.u.
Energy above the lowest of the compared OMol25 structures with the same formula, charge and spin   0.0 kJ/mol
Frontier orbital gap   6.8901 eV
LUMO   2.1 eV